Below is a 6-piece molecular cluster, C29H73O13PSi overall at a distorted geometry, with properties calculated with the ωB97M-V functional and the def2-TZVPD basis.

Output
HOMO-LUMO gap, eV: 8.33
Spin multiplicity: 1
HOMO energy, eV: -8.30
E, Eh: -2757.27552

Last column: Mulliken charge in e.
Geometry (Å):
C: 1.6064 4.4604 6.2084  -0.0539
O: 1.4209 5.1141 4.8724  -0.3765
C: 2.6920 5.0173 4.0909  -0.5062
C: 2.5596 4.0904 2.7381  -0.4989
C: 3.0282 2.5448 3.1041  -0.5234
C: 1.7368 1.5229 3.3072  0.0249
C: 1.7602 0.9761 4.8599  0.3491
C: 1.1859 -0.5722 4.9994  -0.5161
C: 1.3537 -1.0802 6.5485  -0.2846
C: 2.8888 -1.0779 7.1226  -0.5707
Si: 4.2095 -1.8264 5.9388  0.4279
P: 6.2244 -1.1088 6.5991  0.1372
O: 6.0449 0.2407 7.7255  -0.4798
O: 7.1544 -0.6164 5.1998  -0.4692
H: 0.5376 4.2274 6.6542  0.0397
H: 2.1703 3.4339 6.1138  -0.0245
H: 2.2109 5.1323 6.9581  0.2745
H: 3.5663 4.6779 4.8052  0.3033
H: 2.9220 6.1361 3.7501  0.2761
H: 3.3147 4.5088 1.9155  0.2810
H: 1.4702 4.0688 2.2879  0.2779
H: 3.6961 2.0700 2.2364  0.3615
H: 3.6990 2.5961 4.0761  0.1664
H: 1.7912 0.6326 2.5165  -0.0095
H: 0.7620 2.1632 3.0781  0.1848
H: 0.9841 1.6501 5.4659  -0.3743
H: 2.7945 1.1250 5.4092  -0.0507
H: 1.5982 -1.3049 4.1849  0.2592
H: 0.0133 -0.4862 4.7922  0.2965
H: 0.7459 -0.3022 7.2194  -0.2068
H: 0.8307 -2.1310 6.7626  0.3590
H: 2.8797 -1.7725 8.0931  0.4200
H: 3.2219 0.0150 7.4144  0.1856
H: 4.0354 -1.2422 4.5868  -0.1177
H: 4.2089 -3.2797 5.8468  -0.1726
H: 5.4244 0.8684 7.2457  0.3058
H: 6.7922 0.3018 4.9428  0.3107
C: -0.7389 1.3246 0.0134  -0.9199
O: 0.1962 0.2655 0.1974  -0.3378
C: -0.4417 -1.0072 0.3369  -0.6751
C: -0.4282 -1.7897 -0.9790  -0.1562
O: -1.2117 -1.1370 -1.9859  -0.3683
C: -0.4130 -0.3705 -2.8810  -0.2158
H: -0.1995 2.1885 -0.3854  0.2376
H: -1.5362 1.0591 -0.6837  0.4842
H: -1.1722 1.5966 0.9802  0.3234
H: -1.4669 -0.8873 0.7156  0.3932
H: 0.1241 -1.5700 1.0849  0.3859
H: -0.8836 -2.7734 -0.8104  0.2888
H: 0.5968 -1.9532 -1.3322  0.1496
H: 0.0511 -1.0379 -3.6134  0.2584
H: 0.3664 0.1983 -2.3661  0.2801
H: -1.0647 0.3311 -3.4057  -0.1333
C: -1.0017 -5.0486 -3.3834  -0.6759
O: -0.2898 -6.0124 -4.1542  -0.4410
C: -0.1228 -5.6065 -5.5157  -0.4297
C: 1.2658 -5.0091 -5.7577  -0.5735
O: 1.4478 -3.7904 -5.0258  -0.2566
C: 2.1683 -3.9889 -3.8142  -0.6920
H: -0.8280 -5.2645 -2.3253  0.2611
H: -0.6745 -4.0275 -3.5893  0.2233
H: -2.0720 -5.1396 -3.5896  0.4139
H: -0.9138 -4.9016 -5.8096  0.2554
H: -0.2312 -6.5025 -6.1337  0.4181
H: 1.3627 -4.7582 -6.8213  0.3447
H: 2.0553 -5.7291 -5.5119  0.3975
H: 3.2368 -4.0651 -4.0373  0.3112
H: 1.8469 -4.8855 -3.2768  0.3860
H: 2.0026 -3.1217 -3.1717  0.0551
C: -3.0522 2.6936 -4.1210  -0.4227
O: -2.2723 2.3671 -5.2677  -0.4217
C: -2.6715 1.1300 -5.8648  -0.3208
C: -3.5839 1.3580 -7.0729  -0.3796
O: -4.8284 1.9540 -6.6859  -0.4224
C: -4.8432 3.3618 -6.8965  -0.7285
H: -2.9125 3.7570 -3.9068  0.2393
H: -4.1167 2.5058 -4.2749  0.3151
H: -2.6971 2.1131 -3.2647  0.0422
H: -3.1540 0.4791 -5.1216  0.3372
H: -1.7607 0.6279 -6.2034  0.3780
H: -3.8235 0.3869 -7.5236  0.1409
H: -3.0852 1.9660 -7.8370  0.3403
H: -5.0247 3.5670 -7.9558  0.3310
H: -3.9092 3.8418 -6.5907  0.3235
H: -5.6597 3.7870 -6.3094  0.2525
C: -2.6816 -2.3996 -8.7213  -0.8086
O: -1.7082 -1.5762 -9.3571  -0.3629
C: -0.3724 -2.0321 -9.1250  -0.1414
C: 0.1575 -2.8451 -10.3091  -0.6618
O: -0.5803 -4.0613 -10.4830  -0.3632
C: -1.5718 -3.9526 -11.4987  -0.7508
H: -3.6534 -2.1911 -9.1778  0.2629
H: -2.4642 -3.4636 -8.8345  0.4205
H: -2.7311 -2.1462 -7.6584  0.2636
H: -0.3171 -2.6103 -8.1914  0.1189
H: 0.2536 -1.1436 -9.0020  0.3940
H: 1.1970 -3.1308 -10.1054  0.3923
H: 0.1495 -2.2528 -11.2317  0.3465
H: -1.0968 -4.0498 -12.4795  0.3238
H: -2.1167 -3.0053 -11.4537  0.3262
H: -2.2851 -4.7691 -11.3692  0.2476
C: -3.4352 2.6489 10.3403  -0.6773
O: -2.4565 1.6217 10.2099  -0.3826
C: -2.0838 1.3931 8.8479  -0.6515
C: -0.7734 2.1028 8.4973  0.2428
O: -0.9132 3.5274 8.5661  -0.3991
C: -0.4247 4.0609 9.7922  -0.8397
H: -3.4446 2.9786 11.3831  0.2454
H: -3.2215 3.5101 9.7041  0.2867
H: -4.4201 2.2438 10.0910  0.3229
H: -2.8929 1.6975 8.1685  0.3639
H: -1.9406 0.3151 8.7306  0.3375
H: -0.5053 1.8597 7.4616  -0.2006
H: 0.0460 1.7633 9.1420  0.3553
H: 0.6666 4.1268 9.7485  0.3305
H: -0.7157 3.4586 10.6575  0.3932
H: -0.8346 5.0654 9.9156  0.2626

Atomic forces in eV per Å
C -0.53 -0.46 0.25
O 2.31 -1.69 1.15
C -0.22 1.47 -0.68
C 1.04 -0.65 0.34
C -0.10 -0.31 -0.80
C 0.76 0.42 0.27
C -1.49 -0.17 0.15
C -0.97 0.76 0.43
C -0.65 0.43 0.47
C -0.96 -0.38 1.09
Si -1.18 1.97 -0.28
P 2.89 0.05 1.34
O -1.31 -0.44 -3.46
O -2.70 2.20 1.42
H 2.18 0.69 -0.94
H -1.02 1.98 0.03
H -1.15 -1.06 -1.52
H -1.68 0.50 -1.60
H -0.41 -2.37 0.72
H -1.72 -0.73 1.83
H 2.21 0.31 1.07
H -1.36 1.26 1.85
H -1.40 -0.24 -1.97
H -0.13 1.93 1.83
H 1.96 -1.61 0.65
H 1.72 -1.45 -1.16
H -1.91 -0.47 -1.43
H -0.46 1.42 1.68
H 2.48 -0.29 0.39
H 1.23 -1.65 -1.43
H 1.28 2.20 -0.74
H 0.11 1.80 -1.82
H -0.72 -2.24 -0.41
H -0.14 -0.19 -0.14
H 0.13 -0.34 0.14
H 0.96 -0.65 1.23
H 0.91 -1.99 0.06
C 0.29 0.06 0.12
O -0.47 -0.20 -0.17
C 0.38 0.09 -0.27
C -0.63 0.19 0.04
O 0.49 0.03 0.34
C -0.10 -0.09 -0.11
H 0.00 -0.15 0.09
H 0.03 -0.07 0.01
H -0.12 0.07 -0.01
H 0.13 -0.02 -0.18
H 0.01 -0.02 0.01
H 0.05 0.08 0.03
H -0.04 0.12 0.08
H 0.10 0.06 -0.09
H -0.08 -0.06 0.05
H 0.00 -0.11 0.04
C 0.01 -0.28 0.05
O 0.02 0.49 -0.23
C 0.35 -0.21 0.26
C -0.40 0.46 -0.04
O -0.04 -0.53 0.15
C 0.03 0.12 -0.13
H -0.01 -0.06 -0.16
H 0.02 -0.01 -0.04
H -0.06 0.13 0.04
H 0.20 -0.02 0.07
H 0.02 0.02 -0.01
H -0.04 -0.06 0.09
H -0.14 0.02 0.06
H 0.05 -0.04 0.12
H -0.04 0.04 -0.10
H 0.01 0.00 -0.13
C 0.26 0.12 -0.07
O -0.43 -0.25 0.07
C 0.07 0.36 -0.29
C -0.36 -0.24 0.42
O 0.55 0.19 -0.01
C -0.14 -0.13 -0.04
H 0.07 -0.15 -0.07
H 0.03 -0.04 -0.05
H -0.11 -0.01 0.12
H -0.04 0.14 -0.15
H 0.00 -0.01 -0.03
H 0.07 0.09 0.05
H 0.02 -0.02 0.15
H 0.03 0.13 -0.01
H -0.02 -0.11 0.00
H 0.02 -0.13 -0.06
C -0.04 0.30 -0.09
O 0.16 -0.47 0.14
C -0.13 0.14 -0.42
C -0.10 -0.42 0.45
O -0.10 0.58 -0.06
C 0.10 -0.15 0.01
H 0.16 0.05 0.04
H 0.06 0.03 -0.02
H -0.06 -0.11 0.10
H -0.01 0.00 -0.20
H 0.01 -0.01 0.00
H -0.10 0.06 0.00
H -0.10 0.01 0.12
H -0.09 0.04 -0.08
H 0.09 -0.03 0.07
H 0.14 0.01 0.03
C 0.02 -0.20 0.20
O 0.02 0.31 -0.47
C 0.28 0.03 0.38
C -0.47 0.34 -0.26
O 0.01 -0.48 0.35
C 0.04 0.11 -0.12
H 0.03 -0.13 -0.13
H 0.05 -0.05 -0.03
H -0.08 0.11 -0.03
H 0.20 0.06 0.09
H 0.02 -0.01 -0.01
H -0.04 -0.01 0.06
H -0.13 0.01 0.04
H 0.05 0.02 0.12
H -0.02 -0.03 -0.13
H 0.04 -0.08 -0.12